DFT (wB97M-V/def2-TZVPD) results for a molecular structure, C4H14N2O.

CARTESIAN COORDINATES (ANGSTROEM)
H: -1.242 0.940 -0.273
H: 2.356 -1.639 0.326
H: 3.408 0.539 0.819
H: 0.325 -1.408 0.151
O: -0.696 -1.451 0.735
H: -2.001 -1.255 -0.859
H: 3.204 1.892 -0.098
H: -4.073 0.376 0.126
C: -1.893 -1.009 0.218
N: 3.088 0.884 -0.084
H: 3.689 0.453 -0.786
C: 1.642 -1.174 -0.355
H: 1.786 -1.529 -1.374
N: -3.331 0.940 -0.275
H: -3.531 1.884 0.029
C: 1.626 0.304 -0.249
C: -2.054 0.496 0.310
H: -1.911 0.828 1.346
H: 1.132 0.628 0.667
H: -2.726 -1.512 0.731
H: 1.202 0.814 -1.105

Its total energy is -9399.1368 eV. The LUMO energy is -0.270 eV. The value obtained for the energy above the lowest of the compared OMol25 structures with the same formula, charge and spin is 4.4702 eV. The HOMO energy comes out at -6.79 eV.

---

DFT (wB97M-V/def2-TZVPD) results for 2 unconnected molecules or ions with the total composition C4H14N2O at a distorted geometry.

CARTESIAN COORDINATES (ANGSTROEM)
H: 3.159 1.077 -1.151
H: 1.915 0.358 1.639
C: -0.202 0.298 1.317
H: -2.379 -1.219 0.712
H: 3.203 -0.658 -1.458
N: 1.541 -0.045 -0.393
C: 2.981 0.098 -0.708
H: -1.579 -0.962 -1.625
H: 1.313 -1.029 -0.398
C: 1.217 0.653 0.844
H: -2.300 -0.896 -2.962
H: -0.467 0.822 2.244
N: -1.194 0.519 0.274
H: -1.343 1.494 0.089
C: -2.465 -0.144 0.552
H: -3.029 0.395 1.317
H: 1.326 1.717 0.633
H: -3.047 -0.172 -0.375
H: 3.572 -0.028 0.202
O: -2.051 -1.502 -2.269
H: -0.168 -0.775 1.516

Its total energy is -9401.9609 eV. The LUMO energy is 1.064 eV. The value obtained for the energy above the lowest of the compared OMol25 structures with the same formula, charge and spin is 1.6461 eV. The HOMO energy comes out at -8.50 eV. As for the structure (SMILES): CNCCNC.O.

---

DFT (wB97M-V/def2-TZVPD) results for 2 unconnected molecules or ions with the total composition C4H14N2O at a distorted geometry.

CARTESIAN COORDINATES (ANGSTROEM)
H: -1.029 1.235 3.714
N: 1.467 0.151 1.724
H: 0.702 -0.308 2.207
H: 1.090 -1.551 -0.426
H: -0.280 1.734 -1.804
C: -1.787 -0.763 -1.521
H: 0.103 0.271 4.313
O: -0.489 0.452 3.585
N: -0.355 -0.597 -1.611
H: -0.377 0.704 -3.247
C: 1.208 0.361 0.287
H: -2.323 -0.442 -2.442
H: -0.460 -1.286 0.329
H: -2.015 -1.838 -1.595
H: 2.176 0.127 -0.174
H: -2.137 -0.266 -0.605
H: 0.742 1.343 0.172
C: -0.029 0.752 -2.236
H: 2.425 -0.076 1.921
C: 0.315 -0.781 -0.273
H: 1.054 0.779 -2.317

Its total energy is -9400.7088 eV. The LUMO energy is 0.811 eV. The value obtained for the energy above the lowest of the compared OMol25 structures with the same formula, charge and spin is 2.8981 eV. The HOMO energy comes out at -7.93 eV. As for the structure (SMILES): CN(C)CCN.O.

---

Number 1: HOMO-LUMO gap 6.52 eV. Number 2: HOMO-LUMO gap 9.57 eV. Number 3: HOMO-LUMO gap 8.74 eV.